Record 1
This record from the Open Molecules 2025 dataset describes a cluster of 3 separate species, C13H22ClN4O2 in total. The level of theory is the ωB97M-V functional and the def2-TZVPD basis.

Atoms and positions in Å:
C  -0.68509  0.33617  -2.73637
C  -0.91416  0.49445  -1.57111
C  -0.91126  0.92016  -0.16982
N  -0.83251  -0.20014  0.76481
C  0.26883  -0.90551  0.89271
N  0.41544  -1.92338  1.77032
C  1.65519  -2.32208  1.59539
N  2.25476  -1.62804  0.65446
Cl  3.79612  -1.71960  -0.00208
N  1.37664  -0.70831  0.17541
H  -0.40609  0.14507  -3.74177
H  -1.82031  1.46905  0.06222
H  -0.07380  1.59354  0.03567
H  -1.60553  -0.43727  1.36805
H  2.16018  -3.11139  2.12542
H  1.54361  -0.03167  -0.55916
C  -4.82594  -3.08977  -0.74429
C  -3.40291  -3.61776  -0.63601
C  -2.59012  -2.33520  -0.69133
O  -3.39911  -1.29985  -0.10201
C  -4.74283  -1.79877  0.05220
H  -5.57845  -3.77480  -0.35902
H  -5.06437  -2.87231  -1.78771
H  -3.26146  -4.11127  0.32861
H  -3.13409  -4.32239  -1.42099
H  -2.37045  -2.04634  -1.72310
H  -1.65044  -2.41745  -0.14565
H  -4.91927  -1.97623  1.11726
H  -5.44736  -1.04394  -0.29518
C  3.32794  4.13012  1.09796
C  4.27956  2.94858  0.94688
C  3.44632  1.98835  0.11418
O  2.59058  2.78150  -0.70578
C  2.63241  4.14703  -0.25511
H  3.82775  5.06854  1.32802
H  2.60333  3.92647  1.89050
H  5.16707  3.25276  0.38888
H  4.60415  2.52008  1.89389
H  2.81239  1.35847  0.75571
H  4.05688  1.34012  -0.51869
H  3.19769  4.72941  -0.98741
H  1.61867  4.54359  -0.20594

Results
net charge = +1
HOMO-LUMO gap = 8.77 eV
highest occupied orbital energy = -12.23 eV

Here are the Löwdin charges for atoms 1 to 5, given in e: number 1, C, carries 0.154; number 2, C, carries -0.114; number 3, C, carries -0.147; number 4, N, carries 0.103; number 5, C, carries -0.371

Record 2
This record from the Open Molecules 2025 dataset describes an isolated molecule of C5H11N3. The level of theory is the ωB97M-V functional and the def2-TZVPD basis.

Atoms and positions in Å:
C  -3.32557  0.50591  0.23631
C  -2.54226  -0.49782  -0.57179
N  -1.40673  -0.93212  -0.31191
N  -0.84486  -0.59398  0.88246
C  0.25699  0.02209  0.85730
C  1.02345  0.41924  -0.41337
N  2.41365  0.59188  -0.09779
C  3.16297  -0.64413  0.07315
H  -4.41588  0.34483  0.08709
H  -3.14507  0.42885  1.31459
H  -3.09505  1.55119  -0.05672
H  -2.92406  -0.82198  -1.54212
H  0.72439  0.22255  1.83208
H  0.58884  1.38436  -0.74110
H  0.78943  -0.30742  -1.19858
H  2.85593  1.18473  -0.78983
H  4.22182  -0.47077  0.26264
H  2.70830  -1.09544  0.97016
H  2.95372  -1.29197  -0.79258

Results
SMILES = C/C=N\N=C/CNC
energy above the lowest of the compared OMol25 structures with the same formula, charge and spin = 50.3 kcal/mol
HOMO-LUMO gap = 9.73 eV
highest occupied orbital energy = -8.69 eV

Here are the Löwdin charges for atoms 1 to 5, given in e: number 1, C, carries -0.084; number 2, C, carries -0.225; number 3, N, carries -0.016; number 4, N, carries 0.000; number 5, C, carries -0.144

Record 3
This record from the Open Molecules 2025 dataset describes an isolated molecule of C6H4O. The level of theory is the ωB97M-V functional and the def2-TZVPD basis.

Atoms and positions in Å:
C  0.33844  0.72915  -1.78014
C  -0.47095  1.11834  -0.88707
C  -1.31877  0.54302  0.08522
C  -0.30251  -0.48644  -0.48966
C  0.60324  -0.73683  0.63648
C  0.16325  -0.00353  1.67347
O  -0.93567  0.73908  1.44199
H  0.59155  0.66853  -2.82525
H  -0.69145  -1.24104  -1.16897
H  1.46798  -1.38570  0.63036
H  0.55490  0.05542  2.68357

Results
energy above the lowest of the compared OMol25 structures with the same formula, charge and spin = 113.8 kcal/mol
HOMO-LUMO gap = 8.97 eV
highest occupied orbital energy = -8.04 eV

Here are the Löwdin charges for atoms 1 to 5, given in e: number 1, C, carries 0.155; number 2, C, carries -0.085; number 3, C, carries -0.133; number 4, C, carries -0.185; number 5, C, carries -0.045

Record 4
This record from the Open Molecules 2025 dataset describes a cluster of 2 separate species, C5H10NO in total. The level of theory is the ωB97M-V functional and the def2-TZVPD basis.

Atoms and positions in Å:
O  1.53662  -1.56173  0.67841
C  1.90369  -0.69972  -0.05414
C  1.72886  0.75757  0.29685
C  0.21533  1.13124  0.33708
C  -0.60080  -0.00388  -0.21567
C  -1.71150  -0.48026  0.53868
N  -0.48743  -0.24921  -1.55127
H  2.55680  -0.96690  -1.01109
H  2.22795  1.50255  -0.37607
H  2.19284  0.89129  1.34220
H  -0.01774  1.38417  1.36809
H  -0.13065  1.96639  -0.23042
H  -2.54107  -1.14007  -0.00602
H  -1.76716  -0.66487  1.58332
H  -3.80834  -1.56099  1.43905
H  -1.09773  -0.86945  -1.99613
H  -0.19966  0.56386  -2.14288

Results
net charge = +1
energy above the lowest of the compared OMol25 structures with the same formula, charge and spin = 204.6 kcal/mol
HOMO-LUMO gap = 4.42 eV
highest occupied orbital energy = -13.41 eV

Here are the Löwdin charges for atoms 1 to 5, given in e: number 1, O, carries 0.090; number 2, C, carries -0.310; number 3, C, carries -0.120; number 4, C, carries -0.119; number 5, C, carries -0.317

Record 5
This record from the Open Molecules 2025 dataset describes a cluster of 9 separate species, C7H32N8O9 in total. The level of theory is the ωB97M-V functional and the def2-TZVPD basis.

Atoms and positions in Å:
N  4.02937  1.56999  -1.76877
C  4.38640  0.82928  -2.73655
N  5.66793  1.00937  -2.99144
O  3.60496  0.13330  -3.40704
H  3.11800  1.41771  -1.36096
H  4.74376  2.00909  -1.20579
H  6.26284  1.60489  -2.43328
H  6.20376  0.59470  -3.74046
N  -4.26940  -1.29595  -3.24265
C  -3.58250  -0.50457  -2.45804
N  -4.10777  -0.60248  -1.33642
O  -2.58023  0.07895  -2.85985
H  -3.85903  -1.41227  -4.15816
H  -5.11475  -1.77174  -2.96138
H  -3.69174  0.04601  -0.68337
H  -4.75727  -1.33880  -1.09962
N  -0.32223  0.18680  -0.04968
C  0.87598  0.56314  -0.33532
N  1.76548  0.40659  0.63782
O  1.20434  1.05627  -1.36992
H  -0.50509  -0.31355  0.80841
H  -1.00956  0.16490  -0.78941
H  1.58301  0.01490  1.55072
H  2.65190  0.86009  0.46843
N  -2.39077  0.94261  2.59311
C  -3.08543  1.71881  1.85884
N  -3.56030  2.58960  2.68536
O  -3.29125  1.61117  0.64758
H  -1.88285  0.10726  2.33952
H  -2.39113  1.22147  3.56385
H  -3.41246  2.66926  3.68130
H  -4.29632  3.17370  2.31495
C  -1.41996  -3.09289  0.91398
C  -0.32878  -2.70213  1.93632
C  1.09584  -2.89243  1.38017
O  -0.29113  -1.36385  2.24117
H  -1.09373  -2.87722  -0.10344
H  -2.34138  -2.53828  1.09147
H  -1.46457  -4.18186  0.89801
H  -0.46681  -3.30872  2.83136
H  1.87872  -2.85165  2.13750
H  1.25828  -2.26280  0.50536
H  1.10997  -3.88040  0.91996
H  0.41918  -1.24203  2.87537
O  -2.13836  2.73703  -1.96853
H  -1.89586  2.49857  -2.86327
H  -2.26229  1.89941  -1.52215
O  4.60475  1.55998  1.02112
H  4.97500  2.37448  1.36131
H  4.60601  0.96439  1.77046
O  1.92553  -0.36265  4.01251
H  1.93961  -0.47302  4.96322
H  2.84082  -0.45189  3.74697
O  -0.21392  1.20634  -3.77414
H  -0.82618  0.48271  -3.64101
H  0.10136  1.41866  -2.89565

Results
SMILES = NC(N)=O.NC(N)=O.NC(N)=O.NC(N)=O.CC(C)O.O.O.O.O
energy above the lowest of the compared OMol25 structures with the same formula, charge and spin = 54.0 kcal/mol
HOMO-LUMO gap = 7.73 eV
highest occupied orbital energy = -8.31 eV

Here are the Löwdin charges for atoms 1 to 5, given in e: number 1, N, carries 0.165; number 2, C, carries -0.764; number 3, N, carries 0.142; number 4, O, carries 0.016; number 5, H, carries 0.067

Record 6
This record from the Open Molecules 2025 dataset describes a cluster of 5 separate species, CH12N2O5 in total. The level of theory is the ωB97M-V functional and the def2-TZVPD basis.

Atoms and positions in Å:
N  0.39850  1.97273  0.88117
C  0.19937  1.47516  -0.38256
N  1.11123  0.62969  -0.94781
O  -0.80820  1.69733  -1.03554
H  -0.41640  2.60635  1.11787
H  0.56475  1.31845  1.63336
H  1.79538  0.09375  -0.42687
H  1.12671  0.43527  -1.94453
H  2.13831  -0.53334  2.49625
H  1.38907  -1.71136  1.93306
O  1.45346  -0.74381  1.84909
H  -2.27274  1.18902  0.34858
H  -1.42932  -0.00532  0.94594
O  -2.29605  0.40302  0.92477
H  0.83152  -1.66552  0.16054
H  -0.03434  -2.07725  -0.93227
O  0.93464  -2.08553  -0.70653
H  -1.15192  -0.39030  -2.18652
H  -2.22948  -1.28258  -1.72137
O  -1.30450  -1.32575  -2.00664

Results
2S+1 = 2
net charge = +1
energy above the lowest of the compared OMol25 structures with the same formula, charge and spin = 3.8 kcal/mol
HOMO-LUMO gap (spin up / spin down) = 11.68 / 5.61 eV
highest occupied orbital energy (spin up / spin down) = -15.22 / -15.19 eV

Here are the Löwdin charges for atoms 1 to 5, given in e: number 1, N, carries 0.216; number 2, C, carries -0.568; number 3, N, carries 0.396; number 4, O, carries 0.148; number 5, H, carries 0.170

Record 7
This record from the Open Molecules 2025 dataset describes an isolated molecule of C3H5N3O. The level of theory is the ωB97M-V functional and the def2-TZVPD basis.

Atoms and positions in Å:
N  2.22288  -0.62683  0.08194
C  1.07879  -0.04819  0.42196
C  -0.59127  1.73063  -0.60953
N  -1.45583  0.94666  0.02678
C  -1.30019  -0.46640  0.09016
O  -2.24735  -1.21607  0.13338
N  0.01596  -0.87195  0.09735
H  2.30944  -1.47868  -0.47229
H  3.07733  -0.12219  0.26104
H  -0.93160  2.76658  -0.40978
H  -2.30809  1.24799  0.49690
H  0.12991  -1.86155  -0.11791

Results
energy above the lowest of the compared OMol25 structures with the same formula, charge and spin = 91.9 kcal/mol
HOMO-LUMO gap = 8.69 eV
highest occupied orbital energy = -7.97 eV

Here are the Löwdin charges for atoms 1 to 5, given in e: number 1, N, carries 0.054; number 2, C, carries -0.173; number 3, C, carries 0.047; number 4, N, carries -0.032; number 5, C, carries -0.525

Record 8
This record from the Open Molecules 2025 dataset describes a cluster of 23 separate species, C9H62NO23 in total. The level of theory is the ωB97M-V functional and the def2-TZVPD basis.

Atoms and positions in Å:
C  1.68387  0.54080  1.20108
C  1.22881  -0.69656  0.38970
C  0.11942  -1.43139  1.16204
C  -1.27305  -0.74090  1.11736
C  -1.65042  -0.46759  -0.31260
C  -0.59156  0.36242  -1.06792
N  0.70546  -0.30381  -0.95862
O  1.71004  0.22699  -1.80135
C  -0.58192  1.84335  -0.54227
C  -1.09927  0.35347  -2.50200
C  2.44137  -1.65741  0.18561
H  0.83315  1.06740  1.63504
H  2.25706  1.23212  0.58266
H  2.36072  0.25805  2.01083
H  0.39389  -1.33051  2.21649
H  0.04145  -2.50041  0.96109
H  -1.18710  0.20947  1.65151
H  -1.92594  -1.38301  1.71135
H  -2.62596  0.01972  -0.37730
H  -1.69950  -1.41835  -0.84826
H  -1.09102  1.94330  0.41771
H  -1.13236  2.41906  -1.28829
H  0.40097  2.30428  -0.46196
H  -0.48664  1.00351  -3.12746
H  -2.13695  0.68865  -2.53361
H  -1.06047  -0.65701  -2.91289
H  2.82648  -2.05739  1.12637
H  3.32035  -1.29550  -0.34834
H  2.14528  -2.52640  -0.40777
O  0.98061  -2.60026  -2.95448
H  0.88681  -1.69119  -2.62761
H  0.77681  -2.54596  -3.89134
O  0.18224  -5.52251  0.71673
H  -0.21308  -5.00322  1.42248
H  0.76255  -6.14201  1.16560
O  4.11748  -2.37717  -2.93238
H  3.26660  -2.38752  -2.48130
H  4.10631  -3.16455  -3.48117
O  -0.72634  -3.44106  4.18320
H  -0.62285  -2.57848  4.60046
H  0.16971  -3.77526  4.10047
O  0.18685  -5.02885  -2.17911
H  0.57629  -4.14486  -2.28878
H  0.16703  -5.16465  -1.22563
O  -2.14335  1.38291  3.16362
H  -1.86711  0.64953  3.72250
H  -2.67359  0.97060  2.47728
O  -1.61097  -0.63516  4.28748
H  -2.50014  -0.58544  4.64462
H  -1.73539  -0.68385  3.33275
O  1.22681  -1.20682  5.11769
H  0.68345  -0.45089  4.87541
H  1.59358  -0.97799  5.97504
O  -3.09193  3.40349  0.49927
H  -2.35987  3.75750  1.01452
H  -3.39172  2.63892  0.99503
O  4.12611  1.23422  4.84005
H  5.05952  1.44959  4.90356
H  3.80607  1.75705  4.09957
O  2.81497  3.02213  -1.34632
H  2.89930  3.44708  -2.20297
H  2.40498  2.16230  -1.53899
O  -0.54817  3.71626  2.37619
H  -0.84203  2.81966  2.58474
H  -1.14067  4.29183  2.86681
O  -3.78408  2.65651  -2.17279
H  -3.40701  2.95862  -1.33813
H  -4.16158  1.79177  -1.97525
O  -4.74684  0.14232  -1.40083
H  -5.29499  0.04508  -2.18602
H  -4.61230  -0.75563  -1.08809
O  0.43388  2.48016  -5.74419
H  0.90024  1.68567  -5.44414
H  1.13262  3.07711  -6.01790
O  2.25603  0.62198  -4.88019
H  2.04624  0.66180  -3.93836
H  2.60960  -0.26161  -5.00628
O  -3.77334  -0.18444  -4.80522
H  -3.00455  0.33953  -4.55941
H  -3.64611  -0.37630  -5.73698
O  -3.90483  -2.98510  0.89701
H  -3.03033  -3.34674  1.06564
H  -4.50939  -3.61040  1.30400
O  -4.21500  -0.23159  2.91421
H  -4.74252  -0.18998  2.11235
H  -4.65972  -0.88357  3.46174
O  1.84200  4.35027  1.24403
H  1.98215  3.76218  0.49444
H  0.91465  4.20348  1.47125
O  4.70861  0.77449  -1.90530
H  3.80938  0.42019  -1.86880
H  4.78919  1.30428  -1.10620
O  5.26342  3.02522  -0.04552
H  4.35213  2.89515  -0.35045
H  5.19943  3.02785  0.91221

Results
net charge = -1
energy above the lowest of the compared OMol25 structures with the same formula, charge and spin = 55.2 kcal/mol
HOMO-LUMO gap = 4.85 eV
highest occupied orbital energy = -3.57 eV

Here are the Löwdin charges for atoms 1 to 5, given in e: number 1, C, carries -0.016; number 2, C, carries -0.449; number 3, C, carries -0.105; number 4, C, carries -0.195; number 5, C, carries -0.129